Entry one
This record from the OMol25 dataset describes a single CH4NP molecule. The level of theory is ωB97M-V/def2-TZVPD.

The geometry in XYZ format:
```
7
CH4NP | the OMol25 dataset | ωB97M-V/def2-TZVPD
C -0.37 -0.21 -0.35
N -1.11 0.61 0.23
P 1.45 -0.06 -0.12
H -0.63 -0.92 -1.30
H -2.11 0.68 0.02
H 1.56 -1.07 0.88
H 1.21 0.97 0.64
```

The value obtained for the frontier orbital gap is 10.485 eV. As for the SMILES: [H]/N=C/P.


Entry two
This record from the OMol25 dataset describes 2 unconnected molecules or ions with the total composition CH4NP. The level of theory is ωB97M-V/def2-TZVPD.

The geometry in XYZ format:
```
7
CH4NP | the OMol25 dataset | ωB97M-V/def2-TZVPD
C -0.02 0.32 -0.43
N 0.52 -0.65 0.27
P -0.11 -1.82 1.11
H 0.59 1.07 -0.94
H -0.85 1.36 0.26
H -0.90 -0.08 -1.01
H 1.15 -2.77 1.26
```

The value obtained for the frontier orbital gap is 7.911 eV.


Energies relative to the most stable structure, in hartree: entry one 0.0000; entry two 0.0604.